[1]
Density functional theory data (wB97M-V/def2-TZVPD) for a cluster of 14 separate species, C28H87N3O14 in total.

Atoms and positions in Å:
O (22.975, 21.214, -12.789)
H (27.742, 11.413, -16.288)
H (21.275, 19.969, -18.908)
C (26.258, 16.089, -13.179)
H (29.331, 18.677, -10.546)
C (25.844, 24.597, -4.797)
H (22.616, 19.741, -20.043)
O (26.624, 7.836, -11.143)
H (29.030, 22.078, -11.803)
H (24.736, 24.585, -2.680)
H (29.217, 14.159, -9.400)
H (34.398, 13.429, -15.699)
O (29.625, 21.881, -12.527)
N (23.959, 24.295, -3.257)
H (23.774, 19.840, -17.859)
H (26.613, 22.926, -8.912)
C (24.513, 23.799, -4.522)
C (29.403, 14.029, -8.334)
C (23.028, 19.049, -17.944)
H (34.854, 12.600, -13.254)
H (22.741, 21.522, -11.913)
H (25.545, 18.066, -13.758)
H (32.184, 14.946, -14.739)
H (19.023, 16.671, -11.898)
H (25.710, 11.069, -11.503)
C (26.215, 13.932, -6.535)
O (21.227, 13.834, -18.000)
H (28.082, 11.757, -17.907)
C (28.187, 14.615, -7.662)
C (35.315, 13.484, -10.765)
O (24.583, 21.837, -6.024)
O (28.861, 9.258, -17.148)
H (28.669, 25.075, -10.698)
H (29.243, 11.757, -8.267)
H (34.050, 14.907, -16.039)
C (26.303, 17.621, -13.113)
H (36.338, 13.847, -10.855)
H (21.728, 17.011, -10.379)
H (30.573, 20.566, -18.070)
H (25.302, 15.639, -12.912)
O (20.627, 17.804, -12.693)
H (34.925, 13.789, -9.794)
H (22.007, 11.690, -16.793)
H (31.286, 14.487, -8.715)
H (20.170, 17.621, -13.517)
O (31.096, 18.061, -18.661)
H (30.064, 19.176, -20.079)
H (26.602, 9.268, -9.804)
H (27.339, 10.563, -11.806)
H (27.342, 26.225, -10.907)
H (30.379, 17.957, -9.724)
H (26.494, 24.004, -11.296)
H (23.137, 14.090, -17.299)
C (34.988, 13.670, -13.094)
H (28.693, 8.576, -16.493)
H (25.764, 24.666, -9.869)
C (26.073, 9.043, -10.730)
H (20.315, 18.020, -10.090)
H (25.471, 21.956, -4.060)
O (30.276, 18.630, -10.397)
C (26.316, 10.193, -11.735)
H (20.978, 18.420, -20.298)
C (22.154, 19.364, -19.131)
H (22.791, 12.434, -15.379)
N (30.592, 14.850, -8.077)
H (21.107, 12.594, -15.637)
C (24.596, 22.260, -4.634)
O (21.465, 18.170, -19.509)
H (26.543, 24.227, -4.048)
H (27.881, 15.446, -8.297)
H (28.768, 20.378, -18.245)
H (30.965, 14.592, -7.175)
C (22.058, 12.584, -16.171)
H (23.895, 19.857, -5.611)
O (26.309, 18.211, -11.838)
H (27.207, 17.842, -13.681)
C (20.103, 16.792, -11.819)
H (35.264, 12.397, -10.828)
C (27.742, 25.445, -10.259)
H (23.744, 23.530, -2.633)
H (32.323, 14.352, -13.053)
H (24.601, 20.119, -7.213)
H (30.078, 21.084, -12.255)
H (36.048, 13.889, -13.220)
O (34.541, 14.025, -11.801)
H (29.728, 19.530, -17.017)
H (26.399, 11.449, -17.478)
H (21.847, 14.733, -16.301)
H (25.961, 9.861, -12.710)
H (23.719, 24.073, -5.217)
C (22.140, 13.879, -16.911)
H (30.901, 12.376, -8.163)
C (29.721, 19.886, -18.047)
H (23.744, 21.878, -4.071)
H (32.585, 13.248, -14.382)
C (24.661, 20.402, -6.162)
H (25.654, 20.083, -5.847)
C (20.639, 17.032, -10.417)
H (25.266, 13.417, -6.689)
C (27.427, 11.137, -17.294)
H (23.754, 18.244, -18.060)
H (25.524, 25.637, -4.745)
H (26.396, 15.811, -14.224)
C (32.724, 14.282, -14.064)
N (34.640, 14.369, -15.421)
H (27.933, 26.051, -9.374)
C (27.638, 9.671, -17.722)
O (27.139, 13.591, -7.590)
H (34.349, 15.621, -13.851)
C (34.200, 14.559, -14.051)
H (26.235, 24.460, -5.805)
H (20.208, 16.395, -9.645)
H (25.034, 9.053, -10.400)
H (31.695, 18.752, -18.368)
C (29.856, 12.600, -7.948)
H (25.557, 18.807, -11.819)
H (29.784, 12.621, -6.861)
H (29.085, 18.029, -19.109)
H (26.844, 9.071, -17.276)
H (26.981, 15.598, -12.528)
H (22.431, 18.855, -17.054)
H (25.928, 14.978, -6.430)
H (28.400, 14.924, -6.639)
H (21.254, 14.699, -18.416)
C (29.889, 18.765, -19.085)
C (26.714, 24.319, -10.276)
H (20.565, 15.900, -12.241)
H (26.616, 13.537, -5.602)
H (27.516, 9.468, -18.786)
H (22.400, 20.464, -12.941)
H (26.533, 7.229, -10.405)
O (27.267, 23.232, -9.546)

Cartesian forces (eV/Å) of the 6 atoms listed first:
O 0.3 0.1 -0.1
H -0.3 -0.8 0.2
H 0.7 1.2 0.6
C -0.9 0.0 0.3
H -0.3 0.0 -0.1
C -1.9 -1.1 -0.4

Summary:
**Total charge**: 0
**Kohn-Sham gap**: 9.0 eV


[2]
Density functional theory data (wB97M-V/def2-TZVPD) for a cluster of 13 separate species, C28H87N5O13 in total.

Atoms and positions in Å:
H (22.264, -7.847, 11.625)
C (5.880, -10.202, 12.833)
H (14.793, -2.631, 11.075)
H (12.885, -5.335, 11.802)
H (13.266, -10.741, 13.941)
H (12.862, -3.840, 15.381)
H (11.729, -5.045, 14.732)
H (16.468, -9.635, 6.801)
H (15.747, -5.113, 7.806)
C (11.276, -6.941, 7.863)
H (16.192, -6.341, 8.942)
H (14.669, -14.395, 10.190)
C (12.651, -9.956, 13.505)
H (21.442, -9.302, 11.711)
H (18.687, -5.229, 12.158)
H (11.711, -12.316, 15.478)
H (22.657, -9.461, 14.743)
H (12.070, -6.157, 10.838)
C (13.468, -10.482, 10.084)
H (10.784, -10.064, 8.926)
H (16.158, -14.228, 9.243)
C (10.404, -3.174, 9.650)
O (11.518, -2.697, 10.377)
O (11.990, -12.384, 17.543)
H (15.800, -10.429, 12.127)
H (5.349, -10.185, 11.877)
H (15.815, -7.579, 12.082)
H (21.309, -10.171, 14.155)
H (10.061, -7.414, 10.663)
H (18.319, -5.931, 13.716)
H (13.885, -4.663, 10.099)
H (11.996, -10.266, 12.686)
H (7.878, -8.306, 13.169)
H (8.109, -11.669, 14.130)
H (16.663, -9.211, 11.375)
H (7.236, -8.375, 11.752)
H (13.691, -7.833, 10.637)
H (3.772, -12.202, 12.962)
H (19.320, -11.037, 10.293)
H (15.653, -6.206, 11.063)
H (9.979, -6.746, 12.838)
H (11.075, -7.316, 5.995)
H (17.093, -9.739, 13.077)
O (13.800, -10.463, 8.699)
C (21.512, -8.237, 13.632)
H (8.715, -5.828, 12.056)
H (11.975, -9.575, 14.280)
O (12.978, -4.191, 13.290)
N (14.657, -7.826, 6.258)
C (20.025, -7.859, 13.460)
C (12.734, -4.627, 14.636)
H (10.920, -7.907, 8.235)
H (12.770, -7.106, 13.476)
H (13.405, -5.439, 14.914)
C (13.699, -7.145, 11.482)
H (11.440, -12.177, 18.302)
H (15.104, -6.142, 12.758)
H (10.518, -11.406, 16.442)
H (13.467, -9.564, 6.332)
H (8.002, -10.020, 14.762)
H (9.486, -3.116, 10.233)
H (9.866, -11.278, 9.812)
H (4.057, -12.185, 14.656)
H (17.412, -5.126, 8.466)
O (16.962, -6.542, 7.019)
H (7.701, -10.936, 11.918)
C (16.585, -5.741, 8.116)
H (17.557, -11.958, 12.329)
H (13.142, -11.447, 10.474)
C (18.632, -6.176, 12.698)
O (14.087, -3.826, 9.636)
C (4.189, -11.580, 13.758)
H (15.414, -11.107, 6.659)
H (16.273, -7.204, 6.837)
N (18.991, -10.946, 11.247)
N (21.660, -9.340, 14.617)
C (22.104, -8.677, 12.316)
H (10.311, -6.425, 7.892)
N (7.934, -8.853, 12.316)
H (14.749, -13.007, 9.110)
H (10.306, -5.089, 12.307)
H (17.704, -12.541, 9.744)
H (19.631, -7.691, 14.467)
C (12.922, -7.784, 12.634)
O (19.935, -6.670, 12.719)
H (12.289, -3.215, 10.113)
C (17.586, -11.246, 11.499)
O (10.225, -6.471, 10.790)
O (5.588, -11.374, 13.617)
H (9.327, -9.402, 11.312)
C (11.160, -12.289, 16.418)
O (11.790, -6.994, 6.550)
H (3.586, -10.675, 13.842)
C (8.222, -10.616, 13.876)
H (15.999, -3.841, 10.577)
H (9.059, -9.794, 9.146)
C (7.421, -10.179, 12.654)
H (14.943, -7.819, 5.285)
H (10.486, -13.146, 16.327)
O (15.980, -12.942, 10.788)
H (15.651, -10.068, 5.257)
H (23.005, -9.258, 12.509)
C (15.583, -10.078, 6.345)
H (10.343, -2.663, 8.687)
O (10.178, -9.492, 10.847)
H (10.565, -4.231, 9.424)
C (16.820, -10.040, 12.068)
C (15.347, -13.681, 9.726)
H (11.944, -8.035, 12.214)
H (15.587, -2.464, 9.521)
H (11.967, -6.463, 8.553)
H (22.034, -7.375, 14.050)
H (19.088, -9.945, 11.371)
O (13.545, -8.981, 13.083)
H (19.482, -8.691, 13.002)
H (18.004, -6.830, 12.090)
C (16.942, -12.014, 10.327)
H (16.455, -11.329, 9.623)
C (15.193, -3.195, 10.227)
H (13.421, -8.425, 8.569)
N (13.058, -5.953, 11.004)
C (14.390, -9.157, 6.754)
H (12.672, -9.766, 10.301)
H (14.341, -10.233, 10.689)
H (9.268, -10.531, 13.577)
C (14.196, -9.150, 8.300)
H (12.612, -3.315, 13.135)
H (15.036, -8.762, 8.886)
C (9.952, -10.210, 9.614)
H (5.516, -9.291, 13.318)
C (9.792, -6.015, 12.048)
H (13.779, -7.317, 6.210)
C (15.139, -6.753, 11.854)

Cartesian forces (eV/Å) of the 6 atoms listed first:
H 0.5 0.2 0.2
C 0.7 -0.8 0.6
H 0.5 0.1 0.3
H 0.8 0.2 0.0
H -0.3 -0.3 -0.2
H 0.0 0.2 -0.2

Summary:
**Total charge**: 0
**Kohn-Sham gap**: 9.0 eV


[3]
Density functional theory data (wB97M-V/def2-TZVPD) for a cluster of 18 separate species, C28H92O18 in total.

Atoms and positions in Å:
H (-13.801, -5.536, -2.005)
H (-6.975, -3.364, 2.776)
H (-3.117, -3.570, -2.975)
H (-8.589, 1.577, 6.385)
C (-9.946, -5.628, 0.712)
O (-10.252, -4.286, 3.683)
H (-10.514, -6.147, 1.484)
H (-3.134, -2.350, -1.773)
O (-7.983, -3.188, -0.860)
H (-6.056, -2.724, 1.493)
H (-5.783, -7.429, 0.871)
H (-3.829, -5.203, 1.897)
C (-8.798, -9.456, -1.140)
O (-5.162, -10.057, -2.161)
H (-12.734, -0.231, -1.809)
H (-8.720, -5.003, 5.033)
H (-3.278, -6.046, 3.348)
H (-8.805, -0.156, 6.603)
H (-13.755, -5.125, 3.561)
H (-9.270, -8.673, -0.546)
C (-3.206, -3.431, -1.897)
H (-7.067, 1.036, 3.359)
H (-10.661, -0.763, -2.131)
O (-14.284, -5.913, 3.414)
H (-8.350, -1.201, -1.197)
O (-5.828, -5.938, 3.800)
C (-11.570, -8.773, -4.376)
H (-14.439, -7.166, 1.774)
H (-2.393, -3.938, -1.377)
H (-8.392, -8.957, -2.020)
H (-3.315, -6.826, 1.794)
C (-11.675, -7.525, -5.181)
H (-8.500, -1.734, 0.519)
H (-4.748, -5.602, -2.709)
O (-6.910, 1.133, 4.301)
H (-9.610, -10.126, -1.423)
O (-12.838, -3.439, 3.719)
H (-4.487, -3.760, -0.275)
H (-9.811, -4.520, 2.862)
O (-12.590, -0.822, -2.552)
C (-6.256, -6.846, 1.662)
H (-12.275, -7.605, -6.087)
H (-6.280, -9.123, -3.602)
H (-12.879, -10.319, -3.500)
H (-7.152, -7.343, 2.034)
H (-10.137, -3.106, -3.167)
H (-12.490, -2.656, -0.672)
H (-13.954, -8.557, -1.136)
H (-13.657, -8.772, -3.735)
H (-3.911, -5.972, -1.309)
H (-8.284, -7.664, 5.515)
C (-11.432, -1.532, -2.111)
H (-7.182, 0.500, 6.939)
H (-12.552, -9.066, 3.478)
C (-12.994, -8.630, -0.626)
H (-6.932, -1.536, -0.167)
H (-10.775, -2.409, -0.243)
C (-14.736, -5.333, -1.483)
H (-11.969, -3.840, 3.792)
O (-10.933, -8.563, -3.139)
C (-8.082, 0.614, 6.335)
O (-10.908, -10.306, 3.208)
H (-11.636, -8.845, 1.956)
H (-5.201, -2.678, -2.636)
H (-4.553, -8.677, -3.532)
C (-12.922, -9.454, -4.163)
H (-6.674, -6.381, 3.909)
C (-7.948, -1.844, -0.415)
C (-7.794, -9.037, 4.197)
H (-11.129, -8.197, 3.489)
O (-7.676, -7.735, 4.776)
H (-9.198, -6.298, 0.288)
H (-5.639, -5.772, -1.108)
H (-8.031, -10.567, 0.171)
H (-8.138, -5.413, -4.005)
O (-9.187, -4.498, 1.198)
H (-5.070, -4.215, 3.386)
C (-3.872, -6.147, 2.440)
H (-9.360, -5.769, -2.772)
O (-5.567, -3.242, -1.950)
C (-12.681, -2.017, 3.489)
H (-8.501, -9.067, 3.369)
H (-14.956, -6.225, -0.896)
H (-12.830, -6.579, 1.997)
H (-7.123, -3.303, -1.271)
H (-10.680, -7.264, -5.542)
H (-12.480, -9.561, -0.865)
C (-7.791, 0.184, 4.864)
C (-9.751, -5.171, 4.719)
O (-12.290, -7.487, -0.975)
H (-13.264, -8.625, 0.429)
H (-14.580, -4.387, -0.965)
C (-4.769, -5.387, -1.641)
C (-11.159, -2.748, -3.050)
H (-9.315, 1.093, 3.633)
H (-10.632, -5.356, -0.090)
H (-15.425, -4.457, -3.130)
H (-10.262, -5.038, 5.673)
H (-11.791, -3.574, -2.725)
H (-10.057, -8.279, -3.409)
H (-12.136, -6.652, -4.720)
C (-11.563, -9.079, 3.019)
H (-11.556, -2.604, -4.055)
H (-13.701, -1.746, 3.218)
H (-10.653, -10.452, 4.122)
H (-5.092, -7.710, 3.240)
H (-7.982, -9.803, 4.949)
C (-5.435, -8.928, -2.943)
H (-8.047, -7.429, -4.640)
H (-5.562, -8.030, -2.339)
O (-4.957, -3.276, 3.220)
C (-8.455, -6.139, -3.256)
H (-7.655, -6.205, -2.519)
H (-11.796, -1.073, -0.072)
C (-8.967, 0.084, 3.854)
H (-9.890, -6.217, 4.447)
H (-5.652, -9.947, -1.343)
H (-7.269, -0.773, 4.828)
C (-11.656, -1.955, -0.697)
C (-13.876, -6.293, 2.104)
H (-10.990, -9.522, -4.914)
H (-8.854, -4.000, 0.448)
H (-6.512, -5.877, 1.234)
O (-7.654, -9.990, -0.497)
H (-13.368, -9.831, -5.083)
O (-15.729, -5.059, -2.446)
C (-5.248, -6.741, 2.765)
H (-12.046, -1.721, 2.654)
O (-8.596, -7.397, -3.853)
H (-12.287, -1.418, 4.310)
H (-8.620, -0.421, 2.953)
H (-11.828, -7.732, -1.780)
C (-6.084, -2.768, 2.581)
C (-4.512, -3.974, -1.343)
H (-14.017, -5.489, 1.382)
H (-9.819, -0.466, 4.252)
H (-6.810, -9.212, 3.762)
H (-6.312, -1.783, 2.987)

Cartesian forces (eV/Å) of the 6 atoms listed first:
H 0.3 -0.3 0.2
H -0.2 -0.3 0.2
H 0.0 -0.5 -0.1
H 0.4 0.1 0.1
C 1.0 0.4 -0.8
O 0.3 -0.8 2.0

Summary:
**Total charge**: 0
**Kohn-Sham gap**: 9.6 eV